{
  "formula": "CH5ClN3O",
  "method": "ωB97M-V with the def2-TZVPD basis set",
  "symbols": ["C", "N", "N", "N", "O", "Cl", "H", "H", "H", "H", "H"],
  "positions_angstrom": [[0.462701, 0.055141, -0.001331], [1.605999, 0.747804, -0.134836], [0.421572, -1.243554, -0.249038], [-0.607778, 0.676021, 0.421562], [-2.336948, -0.522516, 0.408691], [-3.612408, 0.172417, -0.194846], [2.483068, 0.253100, -0.179710], [1.645492, 1.711717, 0.156481], [1.245791, -1.769676, -0.486924], [-0.452415, -1.727691, -0.115691], [-0.855075, 1.647242, 0.375647]],
  "forces_ev_per_a": [[0.506, 0.199, -0.219], [0.014, -0.115, -0.056], [-0.093, -0.233, 0.057], [-2.862, -1.624, 0.628], [2.411, 1.294, 0.052], [-0.009, 0.209, -0.109], [0.002, 0.040, -0.041], [0.007, -0.074, -0.025], [-0.041, 0.041, -0.002], [0.103, -0.050, -0.068], [-0.039, 0.312, -0.218]],
  "total_charge": 1,
  "e_homo_ev": [-15.2, -15.0],
  "de_lowest_kcal_mol": 38.9,
  "orbital_gap_ev": [7.383, 7.244]
}